Record 1
Molecular formula: C34H27Co2NO8
Method: DFT, ωB97M-V/def2-TZVPD

Calculated values
Charge: -2
Energy above the lowest of the compared OMol25 structures with the same formula, charge and spin, kJ/mol: 0.00
HOMO, Eh: -0.00376
LUMO energy, eV: 4.6

Structure (XYZ):
```
72
C34H27Co2NO8, DFT ωB97M-V/def2-TZVPD
C 3.297 1.715 -3.467
C 3.042 0.385 -2.796
C 2.272 -0.550 -3.707
C 4.383 -0.216 -2.436
O 2.332 0.606 -1.512
C 1.012 1.034 -1.589
C 0.065 -0.008 -1.131
N -1.220 0.249 -1.217
C -2.207 -0.519 -1.622
C -3.493 0.131 -1.870
C -4.691 -0.598 -2.004
C -5.876 0.065 -2.304
C -5.889 1.459 -2.497
C -4.703 2.195 -2.344
C -3.523 1.530 -2.006
C -2.007 -1.944 -1.936
C -2.579 -2.506 -3.096
C -2.477 -3.869 -3.341
C -1.667 -4.681 -2.539
C -0.970 -4.103 -1.469
C -1.182 -2.761 -1.147
O 0.696 2.115 -2.045
H 3.993 2.297 -2.850
H 3.769 1.558 -4.445
H 2.369 2.278 -3.593
H 2.108 -1.521 -3.221
H 1.316 -0.100 -3.998
H 2.847 -0.729 -4.627
H 4.273 -1.168 -1.909
H 4.970 -0.394 -3.346
H 4.949 0.481 -1.810
H 0.433 -1.035 -1.223
H -4.681 -1.682 -1.878
H -6.812 -0.493 -2.406
H -6.817 1.973 -2.772
H -4.719 3.278 -2.512
H -2.592 2.072 -1.878
H -3.085 -1.846 -3.804
H -3.012 -4.321 -4.176
H -1.574 -5.753 -2.743
H -0.278 -4.689 -0.858
H -0.718 -2.353 -0.253
O 3.065 2.640 0.938
C 2.123 2.000 1.145
Co 0.721 1.078 1.569
C -0.432 2.068 0.661
O -1.090 2.857 0.129
C 1.280 -0.487 1.048
O 1.721 -1.538 0.802
C 0.671 0.851 3.462
C 1.876 0.431 4.176
C 2.570 -0.752 3.849
C 3.794 -1.049 4.444
C 4.308 -0.214 5.442
C 3.571 0.906 5.859
C 2.369 1.229 5.227
C -0.272 1.870 3.829
C -0.329 3.151 4.222
Co -1.052 0.475 3.151
C -1.241 -0.973 2.199
O -1.630 -1.962 1.737
C -2.364 1.353 2.368
O -3.324 1.799 1.910
C -1.927 -0.099 4.566
O -2.553 -0.389 5.495
H 2.144 -1.432 3.116
H 4.346 -1.936 4.114
H 5.277 -0.435 5.901
H 3.944 1.532 6.669
H 1.801 2.109 5.534
H -1.302 3.615 4.413
H 0.585 3.723 4.403
```

---

Record 2
Molecular formula: C34H27N4OPd
Method: DFT, ωB97M-V/def2-TZVPD

Calculated values
Charge: +1
Energy above the lowest of the compared OMol25 structures with the same formula, charge and spin, kJ/mol: 131.09
HOMO, Eh: -0.37409
LUMO energy, eV: -4.8

Structure (XYZ):
```
67
C34H27N4OPd, DFT ωB97M-V/def2-TZVPD
Pd 0.204 0.549 1.295
C -0.600 4.604 3.422
C -0.060 3.465 2.620
N -0.655 2.346 2.464
N -1.868 2.153 3.075
C -2.211 0.899 2.962
O -1.519 -0.011 2.363
C -3.506 0.475 3.558
C -3.945 -0.834 3.386
C -5.146 -1.245 3.942
C -5.912 -0.352 4.675
C -5.479 0.957 4.846
C -4.281 1.371 4.290
C 1.257 3.592 1.945
C 1.914 4.812 1.839
C 3.129 4.864 1.177
C 3.650 3.699 0.639
C 2.923 2.528 0.789
N 1.766 2.470 1.434
H -1.533 4.311 3.890
H -0.783 5.468 2.780
H 0.114 4.904 4.191
H -3.334 -1.523 2.819
H -5.483 -2.265 3.807
H -6.845 -0.674 5.118
H -6.076 1.654 5.417
H -3.935 2.387 4.414
H 1.476 5.704 2.262
H 3.658 5.802 1.079
H 4.593 3.692 0.111
H 3.286 1.593 0.376
C -0.204 -4.165 0.339
C 0.932 -3.726 1.000
C 1.037 -2.386 1.320
N 0.082 -1.509 1.019
C -1.021 -1.926 0.387
C -1.198 -3.248 0.029
H -0.317 -5.208 0.075
H 1.728 -4.405 1.270
H 1.903 -1.999 1.841
H -1.773 -1.179 0.187
H -2.106 -3.549 -0.472
C 0.890 0.437 -0.557
C 1.141 -0.167 -1.605
C 1.316 -0.811 -2.800
C 2.203 -1.970 -2.836
C 3.240 -2.074 -1.897
C 4.074 -3.175 -1.901
C 3.869 -4.194 -2.825
C 2.822 -4.122 -3.733
C 1.992 -3.015 -3.745
C 0.600 -0.348 -3.977
C 1.144 -0.511 -5.259
C 0.468 -0.027 -6.364
C -0.754 0.613 -6.203
C -1.297 0.790 -4.936
C -0.622 0.324 -3.827
H 3.392 -1.270 -1.190
H 4.882 -3.244 -1.186
H 4.530 -5.051 -2.835
H 2.649 -4.931 -4.429
H 1.152 -2.977 -4.424
H 2.116 -0.968 -5.380
H 0.897 -0.139 -7.350
H -1.285 0.982 -7.071
H -2.244 1.300 -4.817
H -1.036 0.451 -2.835
```

---

Record 3
Molecular formula: C34H28BrCl65F2I4NO
Method: DFT, ωB97M-V/def2-TZVPD

Calculated values
Charge: +1
HOMO, Eh: -0.40941
LUMO energy, eV: -3.7

Structure (XYZ):
```
136
C34H28BrCl65F2I4NO, DFT ωB97M-V/def2-TZVPD
C 3.275 -4.272 1.834
C 3.126 -2.672 1.968
C 4.032 -1.865 0.886
I 5.700 -2.968 0.094
C 3.176 -0.922 -0.098
N 4.030 0.293 -0.312
C 3.790 1.096 -1.589
Br 5.596 2.060 -1.559
C 2.782 2.247 -1.203
I 1.465 2.216 0.570
C 2.605 3.464 -1.916
C 1.589 4.612 -1.441
I 3.625 3.930 -3.751
C 3.548 0.172 -2.835
C 4.931 -0.047 -3.687
C 6.028 -0.962 -3.022
C 5.901 -2.512 -3.449
F 7.209 -3.111 -3.360
C 2.594 0.603 -4.034
C 1.209 1.298 -3.872
C 0.052 0.386 -4.559
I -0.124 0.910 -6.680
O 3.218 -1.237 -2.558
C 2.485 -1.491 -1.381
Cl 0.769 -0.727 -1.386
C 2.061 -3.027 -1.465
C 0.968 -3.529 -0.426
F 3.114 -3.957 -1.661
H 3.283 -4.640 0.770
H 2.454 -4.801 2.445
H 4.254 -4.520 2.369
H 3.530 -2.460 3.019
H 2.056 -2.315 1.995
H 4.548 -1.092 1.568
H 2.340 -0.581 0.613
H 5.004 -0.086 -0.360
H 4.072 0.913 0.524
H 0.534 4.175 -1.459
H 1.572 5.481 -2.174
H 1.876 5.025 -0.424
H 5.298 0.925 -4.142
H 4.584 -0.653 -4.597
H 7.018 -0.652 -3.514
H 6.216 -0.816 -1.919
H 5.642 -2.521 -4.551
H 5.127 -3.074 -2.853
H 3.188 1.219 -4.797
H 2.411 -0.367 -4.623
H 0.810 1.568 -2.857
H 1.186 2.265 -4.485
H 0.198 -0.719 -4.375
H -0.941 0.686 -4.086
H 1.502 -3.063 -2.469
H -0.021 -3.750 -0.957
H 0.716 -2.828 0.415
H 1.317 -4.554 -0.058
C -2.941 0.440 -0.224
Cl -3.379 1.975 0.550
Cl -4.358 -0.262 -1.037
Cl -1.667 0.733 -1.426
Cl -2.344 -0.692 1.007
C 2.364 6.750 2.449
Cl 3.542 6.363 1.177
Cl 1.065 5.536 2.449
Cl 3.176 6.745 4.024
Cl 1.671 8.355 2.145
C 4.542 9.981 6.404
Cl 6.051 10.892 6.198
Cl 3.416 10.919 7.406
Cl 3.809 9.679 4.816
Cl 4.889 8.430 7.198
C -7.658 1.536 1.649
Cl -6.463 1.091 0.413
Cl -8.973 0.345 1.658
Cl -6.873 1.564 3.241
Cl -8.318 3.144 1.285
C -2.778 5.752 4.315
Cl -2.048 5.209 5.839
Cl -1.809 7.073 3.632
Cl -2.823 4.397 3.166
Cl -4.430 6.323 4.620
C 10.553 -1.865 -3.455
Cl 12.078 -0.987 -3.683
Cl 9.442 -0.875 -2.482
Cl 9.819 -2.196 -5.036
Cl 10.870 -3.395 -2.615
C -6.327 -2.312 4.026
Cl -5.034 -3.177 4.882
Cl -7.601 -3.458 3.566
Cl -7.008 -1.065 5.092
Cl -5.660 -1.553 2.566
C -7.048 0.798 8.946
Cl -5.799 1.681 9.847
Cl -6.743 -0.946 9.066
Cl -8.643 1.169 9.628
Cl -7.004 1.289 7.239
C 3.039 -3.787 5.972
Cl 4.666 -3.569 5.294
Cl 3.165 -4.162 7.700
Cl 2.103 -2.292 5.757
Cl 2.220 -5.121 5.134
C -1.402 3.400 -9.818
Cl -0.103 4.265 -8.972
Cl -1.106 1.650 -9.726
Cl -2.959 3.776 -9.053
Cl -1.440 3.906 -11.517
C -5.388 -1.114 -5.237
Cl -4.134 -0.247 -4.326
Cl -5.096 -2.862 -5.128
Cl -6.982 -0.737 -4.552
Cl -5.340 -0.611 -6.938
C -2.118 8.143 -12.734
Cl -1.947 7.323 -14.300
Cl -0.698 9.168 -12.445
Cl -3.581 9.148 -12.749
Cl -2.245 6.930 -11.444
C -5.201 -7.122 5.749
Cl -3.949 -6.236 6.646
Cl -4.902 -8.866 5.882
Cl -6.796 -6.741 6.427
Cl -5.155 -6.642 4.041
C -5.410 -13.231 5.765
Cl -4.022 -12.426 6.528
Cl -4.908 -13.931 4.213
Cl -6.004 -14.520 6.831
Cl -6.705 -12.048 5.489
C -10.900 0.653 12.947
Cl -11.864 -0.680 12.280
Cl -11.175 2.121 11.985
Cl -11.383 0.949 14.629
Cl -9.179 0.224 12.891
C 2.962 -1.771 -8.378
Cl 3.581 -3.159 -9.293
Cl 4.137 -1.318 -7.124
Cl 2.715 -0.400 -9.477
Cl 1.418 -2.203 -7.617
```

---

Record 4
Molecular formula: C34H28ClKN4O2Se
Method: DFT, ωB97M-V/def2-TZVPD

Calculated values
Charge: -2
HOMO, Eh: -0.08482
LUMO energy, eV: 3.9

Structure (XYZ):
```
71
C34H28ClKN4O2Se, DFT ωB97M-V/def2-TZVPD
K -0.482 0.582 -0.861
C -5.807 -2.402 0.260
C -4.670 -1.685 0.986
C -4.697 -0.181 0.702
C -3.311 -2.259 0.647
C -2.426 -2.649 1.648
C -1.142 -3.079 1.342
C -0.711 -3.154 0.024
C 0.700 -3.558 -0.299
C -1.601 -2.786 -0.984
C -2.876 -2.337 -0.675
H -6.775 -1.989 0.557
H -5.802 -3.471 0.482
H -5.714 -2.283 -0.821
H -4.819 -1.829 2.063
H -4.508 0.023 -0.353
H -3.920 0.333 1.268
H -5.664 0.252 0.975
H -2.731 -2.573 2.687
H -0.451 -3.319 2.142
H 1.070 -4.292 0.421
H 1.353 -2.686 -0.262
H 0.764 -3.990 -1.300
H -1.277 -2.762 -2.017
H -3.518 -2.001 -1.482
N 7.626 3.621 5.301
C 6.782 3.117 4.704
C 5.721 2.483 3.956
C 5.668 1.093 3.880
C 4.651 0.485 3.165
C 3.677 1.252 2.532
C 3.735 2.642 2.610
C 4.756 3.256 3.312
C 2.566 0.615 1.760
C 1.334 0.582 2.425
C 1.161 0.897 3.811
C -0.164 0.683 4.096
C -0.752 0.284 2.861
N 0.118 0.211 1.874
C 2.916 0.161 0.483
C 4.218 0.266 -0.103
C 4.119 -0.258 -1.368
C 2.760 -0.666 -1.502
N 2.045 -0.432 -0.419
H 6.422 0.500 4.382
H 4.603 -0.594 3.093
H 2.990 3.249 2.106
H 4.804 4.336 3.359
H 1.933 1.224 4.491
H -0.668 0.814 5.042
H -1.798 0.060 2.685
H 5.090 0.705 0.356
H 4.892 -0.328 -2.119
H 2.298 -1.111 -2.377
Cl -2.524 2.055 -8.209
C -2.113 1.263 -6.690
C -1.335 0.091 -6.710
C -1.010 -0.532 -5.543
C -1.420 -0.042 -4.242
O -1.071 -0.637 -3.196
C -2.238 1.149 -4.274
C -2.847 1.769 -3.108
O -2.834 1.416 -1.943
C -2.547 1.768 -5.500
H -0.998 -0.304 -7.661
H -0.403 -1.430 -5.543
H -3.419 2.685 -3.384
H -3.151 2.670 -5.488
Se 1.873 5.582 0.684
C 1.039 4.169 -0.116
N 0.506 3.273 -0.628
```

---

Record 5
Molecular formula: C34H29BaF4INO2SbSi
Method: DFT, ωB97M-V/def2-TZVPD

Calculated values
Energy above the lowest of the compared OMol25 structures with the same formula, charge and spin, kJ/mol: 86.75
HOMO, Eh: -0.24799
LUMO energy, eV: -0.5

Structure (XYZ):
```
74
C34H29BaF4INO2SbSi, DFT ωB97M-V/def2-TZVPD
Ba 0.868 -0.551 1.045
C 4.286 2.347 2.586
Si 2.432 2.363 2.941
C 1.810 3.542 4.269
C 1.568 2.830 1.397
N 1.882 0.815 3.293
C 2.173 -0.025 4.312
C 3.190 0.355 5.313
C 3.425 -0.411 6.441
C 2.967 -1.740 6.541
C 2.076 -2.208 5.577
C 1.697 -1.362 4.530
F 0.891 -1.879 3.472
H 4.790 3.367 2.591
H 4.474 1.889 1.554
H 4.909 1.749 3.258
H 1.080 4.264 3.903
H 2.602 4.104 4.762
H 1.301 3.002 5.064
H 2.236 2.649 0.553
H 1.369 3.933 1.472
H 0.549 2.421 1.148
H 3.920 1.150 5.122
H 3.964 0.172 7.230
H 3.257 -2.328 7.392
H 1.693 -3.253 5.680
I 5.985 -0.637 -6.779
C 4.950 -0.546 -4.903
C 4.609 0.704 -4.376
C 3.962 0.866 -3.126
C 3.430 -0.317 -2.501
C 3.794 -1.545 -3.071
C 4.581 -1.695 -4.224
C 2.653 -0.247 -1.145
O 2.984 -1.074 -0.231
O 1.655 0.564 -0.984
H 4.709 1.609 -4.915
H 3.811 1.881 -2.637
H 3.443 -2.470 -2.648
H 4.867 -2.672 -4.485
F -4.140 -5.749 0.806
C -3.670 -4.568 0.332
C -2.281 -4.331 0.436
C -1.759 -3.132 -0.096
C -2.672 -2.189 -0.650
C -4.015 -2.574 -0.899
C -4.547 -3.742 -0.379
Sb -2.122 -0.160 -0.817
C -1.956 0.095 -2.901
C -3.071 0.033 -3.737
C -2.873 0.218 -5.111
C -1.619 0.580 -5.589
F -1.406 0.909 -6.924
C -0.534 0.805 -4.713
C -0.697 0.518 -3.338
C -4.297 0.652 -0.569
C -5.114 0.123 0.422
C -6.357 0.699 0.688
C -6.860 1.649 -0.192
F -8.087 2.244 -0.015
C -6.105 2.187 -1.237
C -4.732 1.726 -1.316
H -1.592 -4.981 0.946
H -0.688 -2.899 -0.074
H -4.615 -1.856 -1.483
H -5.593 -3.947 -0.537
H -4.020 -0.247 -3.277
H -3.676 0.019 -5.815
H 0.421 1.147 -5.045
H 0.243 0.550 -2.655
H -4.913 -0.856 0.819
H -6.960 0.332 1.521
H -6.474 2.939 -1.929
H -4.062 2.190 -2.095
```

---

Record 6
Molecular formula: C34H29Br2N6O6OsS2
Method: DFT, ωB97M-V/def2-TZVPD

Calculated values
Charge: +1
Energy above the lowest of the compared OMol25 structures with the same formula, charge and spin, kJ/mol: 0.00
HOMO (alpha / beta), Eh: -0.35720 / -0.36470
LUMO energy (alpha / beta), eV: -5.2 / -5.1

Structure (XYZ):
```
80
C34H29Br2N6O6OsS2, DFT ωB97M-V/def2-TZVPD
Os 1.191 0.818 -0.056
Br 4.985 0.710 3.421
C 3.700 -0.645 3.122
C 3.765 -1.838 3.837
C 2.874 -2.872 3.548
Br 3.106 -4.505 4.473
C 1.896 -2.759 2.584
C 1.067 -3.837 2.121
C 0.394 -3.790 0.960
C 0.586 -2.680 -0.004
N 1.330 -1.502 0.555
C 1.665 -1.428 1.958
C 2.746 -0.404 2.154
O 2.684 0.689 1.462
H 4.544 -1.975 4.571
H 1.011 -4.726 2.734
H -0.209 -4.620 0.620
H -0.316 -2.395 -0.547
O -2.435 1.331 -0.695
S -3.915 1.396 -0.808
C -4.335 0.504 -2.379
C -3.113 -0.185 -2.984
C -2.231 0.823 -3.730
C -1.014 0.196 -4.410
S 0.547 -0.047 -3.405
O 0.216 -0.065 -1.927
C 1.201 1.587 -3.794
C 1.804 1.733 -5.036
C 2.317 2.967 -5.399
C 2.227 4.037 -4.520
C 1.630 3.877 -3.279
C 1.114 2.644 -2.907
C -4.550 0.112 0.302
C -3.659 -0.789 0.851
C -4.117 -1.751 1.742
C -5.466 -1.804 2.059
C -6.359 -0.905 1.490
C -5.902 0.064 0.611
H -4.726 1.267 -3.054
H -5.130 -0.200 -2.143
H -3.457 -0.960 -3.673
H -2.523 -0.669 -2.204
H -1.913 1.599 -3.033
H -2.834 1.294 -4.510
H -0.689 0.812 -5.245
H -1.262 -0.801 -4.777
H 1.868 0.888 -5.711
H 2.789 3.092 -6.364
H 2.631 5.000 -4.803
H 1.562 4.712 -2.595
H 0.643 2.516 -1.939
H -2.616 -0.715 0.575
H -3.423 -2.451 2.188
H -5.822 -2.552 2.755
H -7.410 -0.957 1.740
H -6.588 0.775 0.167
C -0.235 -0.006 5.111
N -0.245 0.868 3.940
C -0.598 2.190 4.021
C -0.526 3.019 2.963
C -0.050 2.496 1.714
O 0.244 3.107 0.690
N 0.144 1.117 1.670
C 0.122 0.369 2.737
O 0.442 -0.895 2.728
H -0.608 0.544 5.969
H 0.778 -0.352 5.312
H -0.866 -0.875 4.932
H -0.915 2.534 4.995
H -0.752 4.070 3.037
N 5.091 0.466 -0.943
C 3.852 -0.045 -0.894
O 2.861 0.700 -1.250
C 3.677 -1.381 -0.520
C 2.360 -1.944 -0.376
N 1.722 -2.907 -0.932
C 4.749 -2.198 -0.115
N 5.590 -2.867 0.308
H 5.871 -0.063 -0.592
H 5.215 1.436 -1.175
```